(1)
Formula: C3H7NOS
Source: the Open Molecules 2025 dataset
Level of theory: ωB97M-V with the def2-TZVPD basis set

Geometry as XYZ:
```
13
Properties=species:S:1:pos:R:3:nbo_charge:R:1
C 2.051 0.300 0.431 -0.39
C 1.868 1.294 -0.412 -0.40
C -1.273 -0.946 -0.625 0.06
N -1.461 -1.550 1.484 -0.48
O -1.603 -0.634 0.521 -0.23
S -1.623 0.344 -1.821 -0.02
H 1.155 -0.316 0.812 0.20
H 3.075 0.121 0.852 0.20
H 0.903 1.627 -0.707 0.19
H -1.166 -2.027 -0.990 0.22
H -1.965 -1.263 2.264 0.30
H 2.681 2.014 -0.590 0.19
H -2.641 1.035 -1.220 0.15
```

Computed properties:
* LUMO energy (alpha / beta): -0.03 / -0.21 eV
* charge: 0
* total energy: -17591.3580 eV
* molar mass: 105.2 g/mol
* ΔE to the lowest compared entry with this formula, charge and spin: 6.571 eV
* orbital gap (alpha / beta): 8.70 / 7.63 eV

***

(2)
Formula: C4H6N2O
Source: the Open Molecules 2025 dataset
Level of theory: ωB97M-V with the def2-TZVPD basis set

Geometry as XYZ:
```
13
Properties=species:S:1:pos:R:3:nbo_charge:R:1
C 0.055 1.921 -0.919 -0.66
C -0.041 0.498 -0.515 0.36
N 0.559 -0.494 -1.123 -0.46
C 0.306 -1.599 -0.352 -0.15
C -0.347 -1.236 0.784 0.35
O 0.047 -1.633 2.029 -0.67
N -0.688 0.096 0.621 -0.56
H 0.909 1.999 -1.595 0.25
H 0.228 2.575 -0.056 0.22
H -0.848 2.248 -1.438 0.22
H 0.735 -2.574 -0.530 0.20
H 0.434 -2.512 1.952 0.49
H -1.401 0.633 1.098 0.42
```

Computed properties:
* LUMO energy: 0.74 eV
* charge: 0
* total energy: -9271.9455 eV
* molar mass: 98.1 g/mol
* ΔE to the lowest compared entry with this formula, charge and spin: 1.556 eV
* orbital gap: 8.59 eV
* structure (SMILES): Cc1ncc(O)[nH]1

***

(3)
Formula: C4H8N2OS
Source: the Open Molecules 2025 dataset
Level of theory: ωB97M-V with the def2-TZVPD basis set

Geometry as XYZ:
```
16
Properties=species:S:1:pos:R:3:nbo_charge:R:1
C -0.208 -0.391 0.453 0.10
C -1.670 -0.236 0.711 -0.67
C 0.464 1.900 0.088 -0.42
C 0.474 -1.483 0.738 -0.35
N 0.580 0.555 -0.253 -0.57
N 1.341 -1.193 -1.747 -0.09
O 1.884 -1.840 -2.644 -0.31
S 0.672 0.291 -1.962 0.62
H -2.241 0.053 -0.185 0.22
H -2.088 -1.164 1.171 0.23
H -2.011 0.537 1.454 0.23
H 0.545 1.924 1.114 0.21
H -0.401 2.549 -0.119 0.17
H 1.261 2.412 -0.416 0.20
H 1.574 -1.540 0.672 0.23
H -0.176 -2.374 0.925 0.20
```

Computed properties:
* LUMO energy (alpha / beta): -0.17 / -0.17 eV
* charge: 0
* total energy: -20135.9496 eV
* molar mass: 132.2 g/mol
* ΔE to the lowest compared entry with this formula, charge and spin: 4.885 eV
* orbital gap (alpha / beta): 8.61 / 8.61 eV
* structure (SMILES): C=C(C)N(C)SN=O

***

(4)
Formula: C54H40AsF3OP2ReS5Sb
Source: the Open Molecules 2025 dataset
Level of theory: ωB97M-V with the def2-TZVPD basis set

Geometry as XYZ:
```
108
Properties=species:S:1:pos:R:3:mulliken_charge:R:1
Re 0.416 -1.213 0.539 1.73
O -0.370 -2.255 2.594 -0.78
S 0.834 -1.368 2.763 1.23
C 2.246 -2.293 3.271 0.44
C 2.422 -2.857 4.529 -0.71
C 3.573 -3.596 4.755 -0.97
C 4.514 -3.768 3.744 -0.99
C 4.302 -3.236 2.479 -0.36
C 3.154 -2.489 2.231 -0.14
P 2.648 -2.051 0.538 1.57
C 2.295 -3.741 -0.121 1.56
C 1.415 -4.563 0.755 -0.18
C 1.399 -6.007 0.533 -0.98
C 2.120 -6.564 -0.453 -0.70
C 3.000 -5.764 -1.274 -0.54
C 3.114 -4.433 -1.103 -1.25
C 4.037 -1.305 -0.295 0.69
C 5.090 -0.760 0.447 -0.50
C 6.155 -0.170 -0.216 -0.83
C 6.171 -0.118 -1.603 -0.71
C 5.107 -0.629 -2.339 -0.92
C 4.034 -1.212 -1.690 -0.88
C 0.670 0.072 3.767 1.40
C 0.968 0.111 5.124 -0.90
C 1.034 1.349 5.747 -1.09
C 0.870 2.513 5.008 -1.04
C 0.571 2.458 3.651 -0.82
C 0.433 1.230 3.018 0.29
P -0.077 1.051 1.279 -0.91
C 0.755 2.364 0.360 1.80
C 0.115 3.513 -0.100 0.06
C 0.836 4.477 -0.797 -0.80
C 2.193 4.306 -1.015 -1.02
C 2.839 3.161 -0.555 -0.76
C 2.124 2.188 0.118 -0.95
C -1.904 1.386 1.323 2.47
C -2.241 2.725 1.917 -1.16
C -3.433 3.285 1.741 -1.08
C -4.512 2.644 0.940 -0.66
C -4.720 0.503 0.418 -0.80
C -3.346 -0.173 0.627 -1.12
H 1.678 -2.759 5.307 0.66
H 3.732 -4.045 5.726 0.48
H 5.409 -4.343 3.939 0.51
H 5.020 -3.412 1.687 0.63
H 1.194 -4.237 1.764 0.33
H 0.817 -6.611 1.217 0.52
H 2.107 -7.636 -0.594 0.51
H 3.621 -6.265 -2.005 0.55
H 3.837 -3.863 -1.669 0.48
H 5.084 -0.795 1.528 0.52
H 6.977 0.245 0.352 0.50
H 7.013 0.329 -2.114 0.48
H 5.120 -0.569 -3.419 0.51
H 3.189 -1.584 -2.260 0.60
H 1.154 -0.784 5.695 0.34
H 1.251 1.401 6.805 0.49
H 0.982 3.474 5.493 0.49
H 0.475 3.377 3.088 0.48
H -0.929 3.681 0.116 0.39
H 0.340 5.371 -1.152 0.61
H 2.756 5.068 -1.536 0.46
H 3.899 3.033 -0.726 0.57
H 2.617 1.284 0.458 0.15
H -1.520 3.207 2.560 0.07
H -3.658 4.225 2.232 0.51
H -5.243 3.382 0.620 0.65
H -5.470 -0.089 -0.098 0.49
H -3.250 -1.188 0.244 0.51
S 1.436 -3.429 -5.665 -0.04
As -0.218 -3.852 -4.665 0.48
S 0.396 -3.527 -0.432 -0.25
S 0.370 -0.481 -1.663 -0.45
S -1.668 -1.918 -5.229 -0.04
F -2.431 6.263 -4.931 -0.28
C -2.198 5.148 -4.269 -0.06
C -2.442 5.119 -2.903 -0.42
C -2.196 3.947 -2.207 -0.26
C -1.732 2.833 -2.903 0.91
C -1.487 2.870 -4.273 -0.89
C -1.722 4.045 -4.964 -0.62
Sb -1.570 0.991 -1.874 1.90
C -2.750 -0.244 -3.161 -0.23
C -2.399 -1.628 -3.486 -0.17
C -3.280 -2.384 -4.397 -0.35
C -4.447 -1.679 -4.932 -0.27
F -5.216 -2.404 -5.712 -0.25
C -4.713 -0.402 -4.636 -0.74
C -3.836 0.314 -3.745 -0.13
C -2.650 1.065 -0.009 -0.37
C -2.656 0.123 1.984 0.77
C -3.555 0.390 3.140 -1.51
C -4.729 0.967 2.933 -0.21
F -5.546 1.248 3.943 -0.32
C -5.219 1.380 1.594 -0.25
C -4.037 1.739 -0.222 -0.65
H -2.819 6.003 -2.406 0.56
H -2.384 3.920 -1.141 0.14
H -1.112 2.007 -4.809 0.48
H -1.543 4.124 -6.028 0.52
H -1.840 -2.197 -2.752 0.90
H -3.389 -3.459 -4.291 0.60
H -5.593 0.076 -5.047 0.56
H -4.091 1.349 -3.543 0.31
H -1.958 -0.665 2.258 0.44
H -3.246 0.118 4.140 0.57
H -6.301 1.488 1.619 0.67
H -4.281 2.079 -1.227 0.78
```

Computed properties:
* LUMO energy: -11.29 eV
* charge: +4
* total energy: -209065.7942 eV
* molar mass: 1367.1 g/mol
* orbital gap: 6.21 eV

***

(5)
Formula: C17H22F6N4O5S6W
Source: the Open Molecules 2025 dataset
Level of theory: ωB97M-V with the def2-TZVPD basis set

Geometry as XYZ:
```
61
Properties=species:S:1:pos:R:3:nbo_charge:R:1
W -0.299 1.065 0.508 0.54
C -0.568 4.537 0.394 -0.53
C -1.937 4.006 0.769 -0.55
S -2.209 2.453 -0.138 0.50
C -3.692 1.837 0.674 -0.55
C -3.433 1.533 2.136 -0.55
S -1.684 1.163 2.497 -0.14
C 1.305 2.620 3.074 -0.52
C 1.691 3.528 1.926 -0.55
S 0.731 3.242 0.391 0.42
H -0.255 5.331 1.070 0.25
H -0.568 4.937 -0.619 0.25
H -2.710 4.713 0.467 0.25
H -2.008 3.799 1.835 0.24
H -3.933 0.935 0.111 0.24
H -4.500 2.554 0.527 0.25
H -4.027 0.673 2.445 0.24
H -3.726 2.370 2.769 0.23
H 2.059 2.644 3.860 0.26
H 0.321 2.847 3.481 0.25
H 2.725 3.360 1.628 0.27
H 1.576 4.572 2.209 0.25
C -1.289 -4.341 -0.641 -0.60
C -1.604 -3.551 0.631 -0.52
C -1.215 -2.147 0.552 0.51
N -0.940 -1.036 0.554 -0.45
H -1.532 -5.388 -0.474 0.24
H -0.233 -4.262 -0.891 0.24
H -1.886 -3.983 -1.479 0.21
H -1.073 -3.964 1.492 0.28
H -2.670 -3.576 0.864 0.26
F 2.949 1.599 -2.423 -0.30
C 3.464 0.449 -2.000 0.74
F 2.965 -0.545 -2.734 -0.31
F 4.777 0.474 -2.123 -0.29
S 3.000 0.206 -0.234 2.28
O 1.517 0.175 -0.324 -0.98
O 3.555 1.329 0.453 -0.91
N 3.562 -1.177 0.105 -1.21
S 2.619 -2.406 0.492 2.24
O 1.852 -2.876 -0.631 -0.96
O 1.932 -2.226 1.741 -0.93
C 3.937 -3.657 0.797 0.75
F 4.639 -3.863 -0.306 -0.30
F 3.336 -4.785 1.156 -0.30
F 4.735 -3.251 1.770 -0.29
O -0.560 0.943 -1.634 -0.59
N -0.852 -0.098 -2.417 0.05
C -0.139 -1.234 -2.400 0.03
C -0.429 -2.240 -3.300 -0.21
C -1.452 -2.078 -4.216 -0.14
C -2.177 -0.893 -4.205 -0.22
C -1.857 0.086 -3.296 0.04
H 0.650 -1.303 -1.672 0.29
H 0.174 -3.137 -3.267 0.26
H -1.679 -2.855 -4.933 0.24
H -2.983 -0.715 -4.902 0.25
H -2.345 1.046 -3.223 0.25
S 1.243 0.906 2.434 0.50
C 0.712 0.116 3.857 0.03
N 0.441 -0.466 4.811 -0.22
```

Computed properties:
* LUMO energy (alpha / beta): -3.09 / -3.15 eV
* charge: +1
* total energy: -117318.5262 eV
* molar mass: 852.6 g/mol
* spin multiplicity: 2
* ΔE to the lowest compared entry with this formula, charge and spin: 0.286 eV
* orbital gap (alpha / beta): 6.98 / 7.47 eV

***

(6)
Formula: C5H11NS2
Source: the Open Molecules 2025 dataset
Level of theory: ωB97M-V with the def2-TZVPD basis set

Geometry as XYZ:
```
19
Properties=species:S:1:pos:R:3:nbo_charge:R:1
C -1.624 1.777 -0.036 -0.75
S -1.794 0.413 -1.218 0.09
S -2.600 -1.045 -0.034 0.08
C -1.125 -1.735 0.768 -0.74
H -2.604 2.069 0.325 0.22
H -1.017 1.466 0.809 0.21
H -1.165 2.615 -0.551 0.23
H -0.637 -0.983 1.384 0.21
H -1.504 -2.533 1.405 0.23
H -0.449 -2.120 0.014 0.23
C 2.411 0.412 0.619 -0.03
C 2.523 -0.585 1.486 -0.46
C 4.487 0.866 -0.210 -0.04
N 3.278 0.619 -0.464 -0.40
H 1.548 1.072 0.654 0.20
H 3.301 -1.332 1.385 0.20
H 1.794 -0.720 2.268 0.20
H 5.186 0.997 -1.032 0.17
H 4.865 0.951 0.815 0.15
```

Computed properties:
* LUMO energy: 0.86 eV
* charge: 0
* total energy: -28522.5273 eV
* molar mass: 149.3 g/mol
* ΔE to the lowest compared entry with this formula, charge and spin: 1.483 eV
* orbital gap: 9.65 eV
* structure (SMILES): C=CN=C.CSSC

***

> charge of number 2 (C4H6N2O)?

0

***

> The lowest molar mass belongs to which entry?

C4H6N2O

***

> Which formula does entry 2 have?

C4H6N2O